Formula: C25H63N4NaO6
Source: OMol25
Level of theory: the ωB97M-V functional and the def2-TZVPD basis

Properties
**Net charge**: 0
**Kohn-Sham gap**: 6.46 eV
**HOMO level**: -7.1790 eV
**E_tot**: -49604.7626 eV

The geometry in XYZ format:
```
99
C25H63N4NaO6, DFT the ωB97M-V functional and the def2-TZVPD basis
Na -6.393 -6.477 -2.972
C -9.369 -7.627 -2.626
C -9.314 -6.248 -1.955
O -8.612 -5.343 -2.725
H -8.342 -7.933 -2.893
H -9.879 -7.582 -3.591
H -9.811 -8.442 -2.047
H -8.811 -6.396 -0.968
H -10.358 -5.909 -1.794
C -6.529 -2.515 0.981
C -7.594 -3.284 0.193
C -8.969 -2.896 0.690
O -9.153 -3.405 1.991
C -10.519 -3.403 2.369
N -7.442 -3.021 -1.242
H -5.524 -2.902 0.771
H -6.646 -2.707 2.050
H -6.531 -1.464 0.695
H -7.469 -4.349 0.405
H -9.713 -3.285 -0.020
H -9.033 -1.796 0.745
H -10.842 -4.410 2.127
H -11.089 -2.695 1.761
H -10.617 -3.055 3.395
H -7.997 -3.769 -1.704
H -7.919 -2.151 -1.472
C -10.586 -7.588 -6.412
C -9.154 -7.149 -6.488
C -8.457 -7.964 -7.581
O -7.074 -7.638 -7.584
C -6.362 -8.281 -8.585
N -9.073 -5.715 -6.778
H -11.120 -7.083 -5.606
H -10.645 -8.656 -6.178
H -11.175 -7.425 -7.317
H -8.548 -7.457 -5.630
H -8.874 -7.805 -8.591
H -8.601 -9.047 -7.411
H -6.153 -9.348 -8.385
H -5.393 -7.826 -8.789
H -6.886 -8.317 -9.556
H -8.098 -5.460 -6.924
H -9.447 -5.602 -7.722
C -13.351 -2.173 -2.567
C -12.215 -2.770 -1.778
C -12.585 -3.888 -0.852
O -13.094 -3.389 0.380
C -14.397 -3.823 0.692
N -11.136 -3.155 -2.735
H -13.043 -1.482 -3.353
H -14.097 -1.689 -1.932
H -13.843 -2.960 -3.152
H -11.763 -2.005 -1.125
H -11.656 -4.434 -0.626
H -13.273 -4.630 -1.272
H -14.823 -3.125 1.415
H -14.447 -4.825 1.134
H -15.036 -3.773 -0.197
H -10.459 -3.777 -2.283
H -10.567 -2.348 -2.965
C -13.363 -9.801 1.155
C -12.297 -9.013 0.371
C -12.659 -7.515 0.457
C -12.311 -6.844 1.775
C -10.799 -6.995 1.956
C -10.396 -8.471 2.019
N -10.920 -9.156 0.859
O -10.588 -10.545 0.904
C -8.859 -8.500 1.983
C -10.824 -9.061 3.374
C -12.311 -9.348 -1.108
H -13.044 -10.032 2.173
H -13.564 -10.776 0.704
H -14.315 -9.278 1.221
H -12.251 -6.899 -0.352
H -13.741 -7.421 0.289
H -12.888 -7.267 2.601
H -12.542 -5.776 1.773
H -10.648 -6.559 2.948
H -10.265 -6.480 1.157
H -8.575 -8.207 0.958
H -8.360 -7.784 2.628
H -8.530 -9.539 2.049
H -10.784 -10.146 3.464
H -10.245 -8.595 4.170
H -11.888 -8.848 3.518
H -11.579 -10.105 -1.395
H -12.015 -8.472 -1.684
H -13.281 -9.719 -1.440
H -9.879 -10.616 0.256
C -5.074 -7.270 1.483
C -5.759 -6.558 0.329
O -5.396 -7.171 -0.938
H -5.130 -8.348 1.312
H -5.634 -7.109 2.408
H -4.038 -6.983 1.656
H -5.480 -5.505 0.307
H -6.830 -6.721 0.382
H -4.476 -6.971 -1.145
```

=====

Formula: C25H63N7O6P2
Source: OMol25
Level of theory: the ωB97M-V functional and the def2-TZVPD basis

Properties
**Net charge**: 0
**Kohn-Sham gap**: 7.96 eV
**SMILES**: CCCCN(CCC)C(=O)OCOCCOCC.CN(C)P(=O)(N(C)C)N(C)C.CN(C)P(=O)(N(C)C)N(C)C
**HOMO level**: -8.0705 eV
**E_tot**: -68237.1897 eV

The geometry in XYZ format:
```
103
C25H63N7O6P2, DFT the ωB97M-V functional and the def2-TZVPD basis
C -1.080 -1.485 -2.161
C -0.524 -2.221 -3.407
C -1.384 -1.873 -4.633
C -1.205 -0.399 -5.029
N -2.473 0.329 -5.114
C -2.335 1.672 -5.730
C -1.066 2.414 -5.345
C -0.979 2.741 -3.837
C -3.387 -0.388 -5.935
O -3.060 -0.948 -6.969
O -4.644 -0.362 -5.476
C -5.582 -0.990 -6.381
O -6.860 -0.774 -5.912
C -7.147 -1.501 -4.713
C -7.245 -0.496 -3.553
O -8.055 0.581 -3.975
C -7.510 1.870 -3.755
C -8.545 2.733 -3.028
H -0.408 -0.681 -1.862
H -1.193 -2.177 -1.327
H -2.065 -1.072 -2.374
H 0.531 -2.024 -3.581
H -0.680 -3.286 -3.227
H -2.412 -2.131 -4.370
H -1.064 -2.528 -5.444
H -0.701 -0.356 -6.002
H -0.546 0.050 -4.290
H -3.168 2.276 -5.357
H -2.456 1.661 -6.819
H -0.159 1.939 -5.715
H -1.113 3.372 -5.866
H -0.967 3.825 -3.712
H -0.060 2.387 -3.376
H -1.862 2.397 -3.300
H -5.356 -2.059 -6.384
H -5.526 -0.574 -7.381
H -8.099 -1.999 -4.882
H -6.341 -2.196 -4.472
H -6.222 -0.203 -3.317
H -7.744 -0.973 -2.704
H -7.310 2.319 -4.732
H -6.612 1.863 -3.136
H -9.495 2.714 -3.556
H -8.163 3.749 -2.940
H -8.687 2.293 -2.040
C -0.355 3.793 1.634
N 0.252 2.878 0.694
C -0.639 1.919 0.061
P 1.908 2.784 0.256
O 1.814 2.984 -1.231
N 2.781 4.207 0.661
C 2.489 5.073 1.787
C 3.291 5.007 -0.448
N 2.415 2.065 1.761
C 3.824 1.592 1.652
C 1.650 0.927 2.292
H 0.184 3.837 2.585
H -1.367 3.477 1.890
H -0.429 4.808 1.226
H -0.490 0.909 0.471
H -0.466 1.866 -1.017
H -1.688 2.176 0.203
H 1.648 5.746 1.581
H 3.358 5.697 2.015
H 2.285 4.513 2.697
H 2.498 5.591 -0.930
H 3.762 4.381 -1.200
H 4.055 5.701 -0.090
H 3.919 0.772 0.933
H 4.184 1.247 2.621
H 4.478 2.401 1.330
H 1.587 0.105 1.573
H 0.640 1.208 2.588
H 2.119 0.549 3.202
C 4.187 -3.088 7.961
N 3.283 -2.890 6.850
C 1.881 -2.709 7.195
P 3.676 -2.863 5.175
O 3.246 -1.444 4.872
N 5.362 -2.604 4.931
C 6.418 -3.037 5.827
C 5.752 -1.345 4.303
N 3.981 -4.583 5.093
C 4.132 -5.019 3.676
C 2.999 -5.500 5.693
H 4.843 -3.952 7.820
H 3.638 -3.290 8.881
H 4.808 -2.204 8.145
H 1.285 -3.602 6.952
H 1.444 -1.866 6.654
H 1.748 -2.512 8.257
H 6.527 -2.369 6.688
H 7.376 -3.046 5.298
H 6.271 -4.056 6.179
H 5.690 -0.503 5.004
H 5.127 -1.124 3.443
H 6.779 -1.410 3.938
H 3.199 -4.904 3.117
H 4.438 -6.064 3.628
H 4.900 -4.433 3.174
H 1.993 -5.367 5.286
H 2.957 -5.391 6.774
H 3.310 -6.528 5.508
```